Computed, not measured: a structure of composition C25H41Cl2OPRu, with ωB97M-V/def2-TZVPD.

```
71
Properties=species:S:1:pos:R:3:forces:R:3:lowdin_spin:R:1
P 0.2755 -0.0037 -0.9080 -0.38 -1.05 0.09 0.02
C -1.5942 -0.3190 -1.1318 0.77 0.38 -0.29 0.00
C -2.0759 -1.6003 -1.8244 -0.04 -0.08 0.14 0.00
C -3.5831 -1.5384 -2.0871 0.03 0.05 0.03 0.00
C -4.3913 -1.2108 -0.8227 0.03 -0.13 0.05 0.00
C -3.8329 -0.0269 -0.0246 0.22 -0.02 -0.04 0.00
C -2.3188 -0.1334 0.2020 -0.17 0.08 -0.04 0.00
C 0.8307 -1.3767 0.2956 0.03 0.73 -0.49 0.00
C 0.2084 -2.7622 0.1323 0.04 -0.05 0.14 0.00
C 0.8919 -3.7845 1.0468 -0.04 0.09 -0.04 0.00
C 0.8943 -3.3275 2.5097 -0.14 0.01 0.04 0.00
C 1.3662 -1.8813 2.7106 0.00 0.11 -0.13 0.00
C 0.7139 -0.8848 1.7417 0.09 -0.02 0.04 0.00
C 0.8958 -0.8068 -2.4934 -0.26 -0.26 0.19 0.00
C 0.3796 -0.0113 -3.7037 0.12 -0.06 -0.10 0.00
C 0.8926 -0.5660 -5.0422 0.08 -0.02 0.19 0.00
C 2.4159 -0.7476 -5.0693 0.01 0.20 0.12 0.00
C 2.9468 -1.5170 -3.8542 -0.23 0.13 0.11 0.00
C 2.4266 -0.9623 -2.5146 0.05 0.08 -0.11 0.00
H -1.8449 0.5441 -1.7852 -0.14 -0.28 0.28 0.00
H -1.8623 -2.4634 -1.1794 -0.16 0.22 -0.26 0.00
H -1.5437 -1.7811 -2.7693 -0.19 0.08 0.21 0.00
H -3.9101 -2.5030 -2.4966 -0.08 0.17 -0.01 0.00
H -3.7780 -0.7766 -2.8526 0.00 -0.03 0.05 0.00
H -5.4290 -1.0012 -1.1032 0.02 -0.07 0.05 0.00
H -4.4193 -2.1006 -0.1764 0.08 0.10 -0.06 0.00
H -4.0338 0.9064 -0.5639 0.01 -0.04 0.06 0.00
H -4.3338 0.0375 0.9456 -0.10 0.06 -0.09 0.00
H -1.9519 0.7625 0.7301 -0.09 -0.23 -0.19 0.00
H -2.1044 -0.9990 0.8468 -0.10 0.16 -0.09 0.00
H 1.9063 -1.4391 0.0475 -0.25 -0.03 0.28 0.00
H 1.9211 -3.9530 0.7037 -0.06 0.07 0.02 0.00
H 0.2563 -3.1084 -0.9114 -0.02 0.07 0.28 0.00
H -0.8557 -2.7063 0.4113 0.31 -0.07 -0.02 0.00
H 0.3630 -4.7418 0.9569 0.16 0.02 0.07 0.00
H 1.5271 -4.0000 3.0983 -0.08 0.01 0.02 0.00
H -0.1243 -3.4316 2.9083 0.05 0.05 -0.06 0.00
H 1.1569 -1.5668 3.7379 0.11 -0.06 -0.03 0.00
H 2.4546 -1.8351 2.5766 -0.07 0.02 -0.02 0.00
H 1.1906 0.1049 1.8280 -0.16 -0.38 0.05 0.00
H -0.3461 -0.7502 1.9967 0.15 -0.07 0.04 0.00
H 0.4489 -1.8223 -2.5000 0.28 0.36 -0.30 0.00
H -0.7203 -0.0131 -3.7252 0.26 0.04 0.07 0.00
H 0.6813 1.0425 -3.5983 0.02 -0.17 0.01 0.00
H 0.4166 -1.5371 -5.2343 0.01 0.07 0.03 0.00
H 0.5846 0.1124 -5.8472 0.03 -0.16 0.02 0.00
H 2.8947 0.2422 -5.1004 -0.08 -0.11 0.03 0.00
H 2.7047 -1.2688 -5.9885 0.02 0.09 0.03 0.00
H 4.0431 -1.4884 -3.8447 -0.12 -0.08 -0.06 0.00
H 2.6502 -2.5704 -3.9419 0.01 0.05 0.02 0.00
H 2.7516 -1.6490 -1.7198 -0.10 0.23 -0.18 0.00
H 2.9003 0.0079 -2.2955 -0.11 -0.14 -0.07 0.00
Ru 1.0001 3.2684 0.7769 -0.16 -2.33 -2.87 3.30
Cl 2.7831 1.8590 0.6733 1.75 -1.13 -0.40 0.22
Cl -0.9626 3.9415 -0.1325 -2.09 0.42 -1.12 0.22
C 1.2376 4.2650 2.3095 -0.33 2.74 6.07 0.55
H 1.8555 5.1647 2.5457 -0.02 -0.72 -0.27 0.07
C 0.4972 3.8275 3.5062 0.99 0.99 -1.22 0.12
C 0.8275 4.2877 4.8173 -0.12 -0.23 -0.36 0.09
C 0.2372 3.7021 5.9160 -0.22 -0.12 0.12 0.01
C -0.7432 2.7044 5.7561 -0.08 -0.21 0.06 0.11
C -1.1318 2.2989 4.4701 0.29 0.22 -0.09 0.00
C -0.5230 2.8653 3.3542 -0.45 -0.48 0.42 0.12
H 1.5845 5.0732 4.9071 -0.22 -0.32 0.08 0.00
H 0.5359 3.9976 6.9252 -0.12 -0.02 -0.25 0.00
H -1.8922 1.5276 4.3297 0.13 0.21 0.14 0.00
H -0.8266 2.5767 2.3301 0.03 0.06 0.72 0.02
H -1.1897 2.2349 6.6339 0.09 0.14 -0.21 0.01
O 1.9903 5.0651 -0.1273 0.64 1.13 -1.52 0.11
H 2.4706 4.8067 -0.9424 -0.44 0.38 0.50 0.01
H 1.3132 5.7403 -0.3653 0.52 -0.82 0.12 0.01
```
Positions in Å, forces in eV/Å.

Its charge is -1. As for the spin multiplicity: 6. The expectation value of S² is 8.781. The calculation puts the gap between HOMO and LUMO (alpha / beta) at 4.741 / 6.533 eV. For the LUMO energy (alpha / beta), the calculation gives 2.680 / 2.649 eV.



Computed, not measured: a cluster of 2 separate species, CHFNO2 in total, with ωB97M-V/def2-TZVPD.

```
6
Properties=species:S:1:pos:R:3:forces:R:3:nbo_charge:R:1
C 1.8977 0.2423 0.4018 0.63 3.50 2.33 1.02
N -2.0774 0.0059 -0.0015 -1.16 2.72 1.01 -0.75
O 2.1573 1.2458 0.9740 -0.42 -1.48 -1.11 -0.57
O 1.7040 -0.7599 -0.0906 -0.35 -2.04 -1.25 -0.49
F -2.0021 0.1303 -1.4766 0.26 -0.44 -0.64 -0.43
H -1.6795 -0.8644 0.1929 1.05 -2.27 -0.34 0.22
```
Positions in Å, forces in eV/Å.

Its energy relative to the best compared isomer or geometry (same formula, charge and spin) is 126.0 kJ/mol. Its charge is -1. The calculation puts the gap between HOMO and LUMO at 4.402 eV. For the LUMO energy, the calculation gives 3.304 eV.



Computed, not measured: a structure of composition C17H30NO2P2STl, with ωB97M-V/def2-TZVPD.

```
54
Properties=species:S:1:pos:R:3:forces:R:3:lowdin_charge:R:1
C 1.0288 -0.9820 -4.0646 -0.33 -0.25 -0.74 -0.04
C 1.1005 -0.5802 -2.7099 -0.13 0.22 0.44 -0.37
N -0.0860 -0.4248 -2.0285 -0.18 -0.62 -2.77 -0.05
C -1.2839 -0.6970 -2.5817 0.57 -0.19 -0.81 -0.32
C -1.3807 -1.0697 -3.9188 -0.63 -0.02 0.25 -0.05
C -0.2031 -1.2079 -4.6676 0.70 0.17 0.47 -0.06
C 2.3352 -0.2674 -2.0494 -0.02 -0.29 0.13 -0.31
P 2.3527 -0.0249 -0.2905 3.26 -0.02 -1.23 0.70
Tl 0.0076 0.1440 0.1003 0.92 -1.40 3.21 0.16
P -2.3154 0.3211 -0.1446 -3.95 0.57 -0.93 0.72
C -2.5080 -0.6993 -1.6766 -0.47 -0.11 0.10 -0.24
O 1.8650 2.5065 -2.8369 0.31 -0.13 -0.52 -0.09
O -0.7894 2.9677 -2.5429 0.66 0.17 0.07 -0.11
H 1.9586 -1.1090 -4.6274 -0.36 0.04 0.20 0.11
H -2.3660 -1.2767 -4.3553 0.50 0.10 0.19 0.11
H -0.2478 -1.5085 -5.7168 0.00 0.10 0.33 0.11
C 3.1093 -1.4215 0.5963 0.33 -0.20 0.08 -0.24
C 3.4213 1.3927 0.1065 0.54 0.08 0.02 -0.24
H -3.4134 -0.4058 -2.2351 0.37 -0.15 0.14 0.10
H -2.6673 -1.7384 -1.3250 0.08 0.39 -0.17 0.11
H 2.0758 1.5671 -2.5743 0.03 0.14 -0.02 0.00
H 3.2664 -0.5277 -2.5697 -0.40 0.11 0.09 0.07
C -3.3085 -0.4844 1.1369 -0.40 -0.24 0.13 -0.24
C -3.1005 1.9114 -0.4943 -0.68 0.26 -0.16 -0.24
H 0.4214 1.7644 0.0324 -1.04 3.49 -3.11 0.04
H -0.6870 3.8601 -2.1736 -0.13 -0.34 -0.14 0.05
H 0.1520 2.7256 -2.7665 -0.60 0.19 0.08 0.00
H 2.2123 2.5767 -3.7424 -0.18 0.05 0.42 0.07
H -0.0977 -1.2622 0.5027 -0.62 -7.14 2.21 -0.12
H -0.1085 1.6185 -0.7907 1.79 3.99 1.18 0.08
H 4.1539 -1.5532 0.2656 -0.37 -0.04 0.16 0.05
H 3.0905 -1.2286 1.6824 0.02 -0.10 -0.43 0.03
H 2.5405 -2.3402 0.3863 0.16 0.34 0.09 0.05
H 4.4698 1.1536 -0.1471 -0.34 0.25 0.11 0.05
H 3.1012 2.2665 -0.4825 0.11 -0.28 0.23 0.04
H 3.3526 1.6275 1.1832 0.02 -0.10 -0.42 0.05
H -4.1714 1.7703 -0.7366 0.44 0.22 0.06 0.06
H -3.0142 2.5675 0.3896 0.01 -0.31 -0.32 0.06
H -2.5708 2.3768 -1.3434 -0.27 -0.20 0.32 0.02
H -4.3720 -0.5373 0.8376 0.46 -0.03 0.14 0.06
H -2.9239 -1.4995 1.3252 -0.10 0.35 -0.07 0.06
H -3.2186 0.0925 2.0702 0.02 -0.14 -0.40 0.03
S -0.3082 1.1880 2.4222 -0.19 1.46 1.08 0.54
C -0.1928 -0.1042 3.5829 0.08 -0.69 0.87 -0.69
C 1.0426 -0.7169 3.8912 -0.50 0.21 -0.19 -0.13
C 1.1330 -1.6786 4.8867 -0.18 -0.14 0.17 -0.10
C -0.0013 -2.0515 5.6111 -0.01 0.03 -0.02 -0.11
C -1.2301 -1.4509 5.3318 0.22 -0.10 0.07 -0.10
C -1.3277 -0.4902 4.3353 0.47 0.10 -0.33 -0.13
H 1.9304 -0.3996 3.3483 -0.17 -0.03 0.11 0.08
H 2.0966 -2.1362 5.1158 -0.24 0.12 -0.07 0.10
H 0.0726 -2.7954 6.4023 0.00 0.13 -0.17 0.10
H -2.1147 -1.7240 5.9085 0.22 0.05 -0.15 0.10
H -2.2814 -0.0049 4.1418 0.18 -0.05 0.01 0.08
```
Positions in Å, forces in eV/Å.

The calculation puts the gap between HOMO and LUMO at 7.044 eV. For the LUMO energy, the calculation gives 0.366 eV.



Computed, not measured: a structure of composition C18H28ClF16NNbO4, with ωB97M-V/def2-TZVPD.

```
69
Properties=species:S:1:pos:R:3:forces:R:3:nbo_charge:R:1
C 0.0865 0.6672 2.4581 -0.17 -0.14 -0.04 -0.62
C -0.2477 0.3365 1.0009 0.97 0.21 0.28 -0.22
N 0.7722 -0.5573 0.4068 -1.27 -0.56 -1.20 -1.02
Nb 0.0957 -2.3874 -0.3843 1.70 1.18 2.60 1.76
C -1.3074 -2.9353 1.3394 -0.76 0.09 -1.16 -0.90
C -2.7934 -2.8024 0.9329 0.63 -0.03 0.50 -0.53
C -3.7184 -3.5421 1.8447 -0.30 -1.48 0.60 0.80
O -3.6155 -4.7060 2.1885 -0.38 1.81 -0.64 -0.57
O -4.8200 -2.7926 2.2778 0.30 -0.59 0.43 -0.73
C 1.8503 -3.5792 0.4485 -0.10 0.06 -0.08 -0.96
C 2.4483 -2.9760 1.7161 0.14 -0.38 -0.43 -0.14
C 3.8096 -2.3839 1.4682 0.05 0.09 0.15 -0.62
Cl 2.6911 -4.2828 2.9841 -0.14 0.00 0.23 -0.17
H 0.9068 0.0592 2.8102 0.25 -0.25 0.03 0.22
H -0.7472 0.4871 3.1233 -0.33 0.04 0.22 0.19
H 0.3900 1.6987 2.5532 0.07 0.35 0.14 0.20
H -0.2247 1.2692 0.4519 -0.25 0.24 -0.30 0.18
H -1.2550 -0.0493 0.9114 -0.24 -0.29 -0.02 0.18
H 1.2303 -0.0480 -0.3434 0.40 0.00 0.15 0.38
H 1.0147 -2.1897 -1.9808 -0.44 -0.22 -0.27 -0.36
H -1.3258 -1.5632 -1.2026 -0.07 -0.14 -0.34 -0.38
H -0.4907 -3.9503 -1.1610 -0.12 0.18 -0.18 -0.35
H -1.1380 -2.2256 2.1494 0.38 0.09 0.28 0.19
H -1.1603 -3.9438 1.7031 0.29 -0.26 0.11 0.24
H -3.0813 -1.7596 0.8971 -0.11 0.29 -0.11 0.20
H -2.9029 -3.1786 -0.0713 -0.32 -0.32 -0.34 0.26
H -4.4815 -1.9725 2.6562 -0.06 0.17 -0.37 0.48
H 2.6221 -3.5722 -0.3136 0.27 -0.08 -0.32 0.22
H 1.6339 -4.6216 0.6240 -0.34 -0.32 -0.06 0.25
H 1.8119 -2.2361 2.1721 -0.26 0.04 0.45 0.21
H 4.4089 -3.1122 0.9416 0.27 -0.15 -0.24 0.20
H 3.7088 -1.4847 0.8729 -0.02 0.21 -0.25 0.22
H 4.3176 -2.1463 2.3938 0.08 0.22 0.27 0.20
C 4.1311 6.2942 4.5383 0.09 0.09 0.56 -0.13
C 3.9896 6.8334 3.1003 0.18 -0.53 -0.02 0.60
C 2.5801 7.0435 2.5349 -0.06 0.22 -0.04 0.52
F 1.9023 5.8882 2.4427 0.06 -0.18 0.10 -0.31
F 2.6920 7.5647 1.2902 0.02 0.00 0.04 -0.32
F 4.7152 6.0766 2.2545 -0.05 -0.02 -0.03 -0.31
F 4.5506 8.0795 3.1167 -0.06 0.12 0.09 -0.33
O 4.4211 4.9174 4.7261 -0.23 -0.06 -0.66 -0.51
C 3.4450 3.9513 4.8388 0.16 0.36 0.28 0.85
C 3.5568 2.8970 3.7321 0.07 -0.20 -0.12 0.51
F 3.4116 3.4689 2.5210 -0.08 0.14 0.00 -0.32
F 2.5756 1.9893 3.9024 0.07 0.07 0.05 -0.31
F 2.2081 4.4774 4.9045 0.07 0.06 -0.15 -0.32
F 3.6630 3.3063 6.0070 -0.02 -0.01 0.05 -0.32
H 5.0206 6.7927 4.9192 0.04 0.00 -0.04 0.23
H 3.3052 6.6198 5.1703 -0.19 -0.05 -0.16 0.21
H 2.0178 7.7462 3.1570 0.02 -0.02 0.02 0.14
H 4.5290 2.4011 3.7762 -0.02 0.02 0.06 0.15
C -3.7538 -2.1689 -7.1079 0.13 -0.50 -0.29 -0.13
C -4.1259 -0.6742 -7.0384 -0.20 -0.27 0.44 0.60
C -3.0199 0.3394 -6.7232 0.04 0.13 -0.19 0.52
F -2.5045 0.1534 -5.5024 -0.03 -0.15 0.15 -0.31
F -3.5593 1.5853 -6.7684 0.01 -0.05 -0.02 -0.33
F -5.1641 -0.4969 -6.1981 0.02 0.04 0.03 -0.31
F -4.5600 -0.3429 -8.2944 0.10 0.01 -0.12 -0.34
O -4.0357 -2.9968 -5.9942 -0.07 0.62 0.35 -0.52
C -3.1353 -3.1861 -4.9588 0.05 -0.14 -0.46 0.85
C -3.7045 -2.7243 -3.6133 -0.03 -0.05 0.24 0.51
F -4.0025 -1.4057 -3.6602 0.05 0.07 -0.12 -0.33
F -2.7827 -2.9340 -2.6656 -0.20 -0.05 -0.18 -0.29
F -1.9444 -2.6248 -5.2204 -0.13 0.12 -0.01 -0.31
F -2.9373 -4.5188 -4.8589 0.02 -0.03 -0.02 -0.32
H -4.4031 -2.5631 -7.8882 -0.05 0.03 0.00 0.22
H -2.7323 -2.3080 -7.4618 0.11 0.19 0.13 0.21
H -2.2221 0.2805 -7.4696 -0.02 -0.02 0.01 0.13
H -4.6158 -3.2807 -3.3776 0.02 -0.03 -0.07 0.14
```
Positions in Å, forces in eV/Å.

Its charge is -1. The calculation puts the gap between HOMO and LUMO at 6.560 eV. For the LUMO energy, the calculation gives 1.835 eV.